Entry 1:
Below is one molecule with the formula C4H9NO2, with properties calculated with the ωB97M-V functional and the def2-TZVPD basis.

Geometry as XYZ:
```
16
Properties=species:S:1:pos:R:3:forces:R:3:mulliken_charge:R:1
C 0.706 -0.973 1.971 -0.034 -0.042 -0.001 -1.0633
C 0.864 0.494 1.576 0.010 0.069 0.147 -0.3960
N 0.761 0.716 0.145 -0.049 -0.055 -0.111 -0.2096
C -0.431 0.635 -0.506 -0.049 -0.058 0.219 0.6713
O -1.531 0.639 0.004 0.411 -0.091 -0.206 -0.5972
O -0.189 0.558 -1.841 0.039 0.012 0.098 -0.3834
C -1.234 -0.011 -2.617 -0.217 -0.088 -0.185 -0.6339
H 1.379 -1.610 1.385 -0.065 0.109 0.099 0.2886
H 0.943 -1.118 3.031 -0.065 0.043 -0.146 0.3564
H -0.321 -1.308 1.798 0.149 0.047 0.004 0.2943
H 0.100 1.105 2.064 0.091 -0.078 -0.050 0.2714
H 1.841 0.875 1.888 -0.144 -0.042 -0.011 0.3450
H 1.554 0.478 -0.431 -0.012 0.059 0.105 0.2577
H -0.988 0.205 -3.657 -0.095 -0.017 0.138 0.2237
H -1.252 -1.096 -2.462 -0.068 0.142 -0.044 0.2815
H -2.203 0.411 -2.347 0.099 -0.010 -0.056 0.2933
```
Positions in Å, forces in eV/Å.

Output
* HOMO-LUMO gap: 0.3933 hartree
* multiplicity: 1
* net charge: 0
* LUMO energy: 0.91 eV
* highest occupied orbital energy: -9.790 eV
* F_max: 0.47 eV/A

***

Entry 2:
Below is C2H2N3O as an isolated structure in a non-equilibrium geometry, with properties calculated with the ωB97M-V functional and the def2-TZVPD basis.

Geometry as XYZ:
```
8
Properties=species:S:1:pos:R:3:forces:R:3:mulliken_charge:R:1
C 0.920 -0.445 -0.230 -2.403 0.229 3.807 -0.1183
C -0.147 -0.328 1.390 1.962 -0.242 -2.707 0.2137
N 0.373 0.178 -1.165 3.489 -1.426 -1.544 -0.1841
N -0.690 0.774 -1.316 -3.253 1.623 -0.237 0.8014
N -1.546 1.315 -1.776 0.406 -0.213 0.415 -0.2367
O -1.143 0.224 1.186 -0.436 0.154 0.221 -0.2814
H 1.864 -0.952 -0.320 0.346 0.013 -0.472 0.4346
H 0.370 -0.766 2.232 -0.111 -0.138 0.517 0.3708
```
Positions in Å, forces in eV/Å.

Output
* HOMO-LUMO gap: 0.3124 hartree
* multiplicity: 1
* net charge: +1
* LUMO energy: -6.97 eV
* highest occupied orbital energy: -15.470 eV
* F_max: 4.51 eV/A

***

Entry 3:
Below is one molecule with the formula C3H9NO2 in a non-equilibrium geometry, with properties calculated with the ωB97M-V functional and the def2-TZVPD basis.

Geometry as XYZ:
```
15
Properties=species:S:1:pos:R:3:forces:R:3:mulliken_charge:R:1
N 2.213 -0.405 0.027 3.158 -0.346 -0.204 -0.6085
C 0.863 -0.777 0.076 -1.887 -0.151 -1.544 -0.7638
C 0.009 0.426 0.435 -0.305 -0.942 0.741 0.0618
O 0.211 1.453 -0.494 0.538 4.963 2.394 -0.5825
C -1.467 0.061 0.519 -0.924 2.150 0.761 -0.3960
O -1.772 -0.757 -0.583 -0.726 -0.584 0.503 -0.4952
H 2.881 -1.212 -0.059 -1.157 1.136 0.090 0.2293
H 2.405 0.228 -0.755 -0.211 -0.327 0.440 0.2255
H 0.651 -1.502 0.830 0.165 -0.701 0.706 0.3845
H 0.475 -1.209 -0.865 0.140 0.123 0.207 0.3469
H 0.363 0.666 1.434 -0.029 0.613 0.213 0.3665
H 0.240 2.409 0.115 -0.146 -4.224 -2.951 0.3692
H -1.716 -0.331 1.562 0.242 -0.157 -1.397 0.3403
H -2.079 1.058 0.418 1.049 -1.533 0.328 0.2138
H -2.660 -1.102 -0.431 0.092 -0.018 -0.289 0.3082
```
Positions in Å, forces in eV/Å.

Output
* HOMO-LUMO gap: 0.3518 hartree
* multiplicity: 1
* net charge: 0
* LUMO energy: 0.75 eV
* highest occupied orbital energy: -8.822 eV
* F_max: 5.54 eV/A

***

Entry 4:
Below is C43H29Cl2IMgPS as an isolated structure, with properties calculated with the ωB97M-V functional and the def2-TZVPD basis.

Geometry as XYZ:
```
78
Properties=species:S:1:pos:R:3:forces:R:3:mulliken_charge:R:1
Mg -0.209 0.892 0.137 -0.121 0.150 0.250 0.4814
Cl -0.606 -1.634 0.363 -0.474 -0.228 0.014 -0.2952
C -2.132 -1.255 1.183 0.280 -0.118 -0.239 1.0089
C -3.207 -2.044 0.833 -0.185 0.125 0.178 -0.8881
C -4.429 -1.801 1.442 0.124 -0.028 -0.094 -0.3145
C -4.533 -0.782 2.371 -0.016 -0.036 -0.020 -0.7727
C -3.431 -0.005 2.680 -0.084 0.113 0.119 0.3044
Cl -3.656 1.258 3.854 0.000 -0.016 -0.016 -0.2374
C -2.174 -0.189 2.091 0.119 0.058 0.029 -0.2618
S -0.803 0.842 2.480 0.013 -0.032 -0.072 -0.4634
H -3.090 -2.809 0.082 0.002 -0.056 -0.051 0.4119
H -5.295 -2.389 1.175 -0.047 -0.033 -0.005 0.3837
H -5.474 -0.565 2.855 -0.032 -0.006 0.015 0.4056
I 2.364 -1.274 1.769 0.235 -0.001 0.057 0.2724
C 3.786 0.197 2.146 0.174 0.030 0.126 -0.1786
C 4.181 0.318 3.452 0.027 0.021 -0.094 -0.6611
C 5.309 1.084 3.802 -0.012 0.009 -0.089 -0.7010
C 6.071 1.634 2.817 -0.044 -0.004 0.007 -0.8819
C 5.683 1.529 1.458 0.313 0.162 -0.009 0.9706
C 6.539 2.044 0.449 -0.068 -0.048 0.020 -0.7295
C 6.200 1.962 -0.867 -0.104 -0.006 0.079 -1.2631
C 4.923 1.476 -1.213 -0.027 0.058 0.203 -0.0406
C 4.046 0.994 -0.270 0.036 0.119 -0.097 0.7902
P 2.295 0.864 -0.842 -0.236 -0.036 -0.053 0.0430
C 2.141 2.319 -1.934 0.191 -0.134 -0.043 0.9876
C 1.752 3.510 -1.333 -0.046 0.114 0.030 -0.6202
C 1.598 4.661 -2.088 -0.022 0.034 0.025 -0.6917
C 1.826 4.627 -3.454 -0.034 -0.019 -0.028 -0.4719
C 2.211 3.441 -4.062 -0.062 0.007 -0.035 -0.8477
C 2.369 2.291 -3.306 -0.028 0.020 0.010 -0.1717
C 2.285 -0.566 -1.970 0.040 0.035 0.029 0.8958
C 3.312 -1.505 -1.969 0.027 0.005 -0.045 -0.6638
C 3.223 -2.634 -2.769 0.041 0.004 0.020 -0.6176
C 2.110 -2.830 -3.570 -0.031 -0.020 -0.035 -0.5731
C 1.084 -1.895 -3.574 -0.005 -0.020 -0.013 -0.8369
C 1.163 -0.764 -2.778 0.004 -0.081 -0.017 -0.2686
C 4.467 0.899 1.101 -0.227 -0.164 -0.136 0.2009
H 3.651 -0.224 4.222 -0.053 -0.020 0.021 0.4062
H 5.588 1.177 4.843 0.021 0.006 0.020 0.3792
H 6.985 2.164 3.051 0.039 0.006 0.002 0.3567
H 7.474 2.494 0.754 0.054 0.024 0.018 0.3567
H 6.858 2.335 -1.641 0.039 0.002 0.002 0.4019
H 4.601 1.566 -2.242 0.025 -0.053 0.027 0.4747
H 1.547 3.548 -0.266 0.010 -0.053 -0.014 0.2502
H 1.269 5.575 -1.612 0.001 0.014 -0.004 0.4292
H 1.669 5.512 -4.054 0.009 0.058 -0.014 0.4078
H 2.359 3.404 -5.133 0.016 -0.002 -0.026 0.3754
H 2.648 1.366 -3.793 -0.006 -0.060 -0.006 0.3973
H 4.183 -1.356 -1.344 0.010 -0.015 0.024 0.3640
H 4.026 -3.360 -2.762 0.016 -0.026 0.002 0.4131
H 2.039 -3.716 -4.189 -0.005 -0.020 -0.020 0.3786
H 0.205 -2.043 -4.187 -0.021 -0.011 -0.029 0.5410
H 0.337 -0.057 -2.761 -0.017 0.063 0.022 0.2065
C -1.246 1.234 -1.535 0.266 0.190 0.322 -0.4365
C -2.064 1.278 -2.451 -0.117 -0.091 -0.345 0.1489
C -2.987 1.257 -3.512 0.111 -0.019 0.018 -0.1254
C -3.913 0.159 -3.551 -0.130 -0.149 0.044 0.2077
C -4.130 -0.638 -2.399 0.045 0.123 0.060 -0.3171
C -4.977 -1.725 -2.405 -0.097 -0.146 0.025 -0.0433
C -5.659 -2.115 -3.555 0.061 0.060 0.062 -0.7422
C -5.442 -1.367 -4.704 -0.113 -0.095 -0.100 -0.4843
C -4.604 -0.269 -4.709 0.098 0.082 -0.023 -0.6319
C -2.877 2.290 -4.517 -0.035 0.142 -0.002 0.1141
C -1.658 2.977 -4.704 0.081 -0.045 0.078 -0.2025
C -1.525 3.997 -5.621 0.011 0.080 -0.059 -0.2908
C -2.600 4.407 -6.404 -0.007 0.018 -0.025 -0.5797
C -3.819 3.769 -6.218 -0.001 0.057 -0.058 -0.5905
C -3.958 2.744 -5.302 -0.007 -0.118 0.056 -0.4945
H -3.618 -0.363 -1.485 0.011 0.002 0.009 0.3693
H -5.114 -2.279 -1.483 -0.027 -0.046 0.034 0.1700
H -6.325 -2.967 -3.552 -0.038 -0.056 -0.008 0.3759
H -5.928 -1.652 -5.633 -0.011 -0.004 0.010 0.3436
H -4.438 0.239 -5.646 0.009 0.110 -0.066 0.5191
H -0.815 2.683 -4.092 0.055 0.016 0.002 0.3155
H -0.564 4.487 -5.734 0.075 0.029 0.008 0.2909
H -2.495 5.209 -7.122 0.011 0.044 -0.043 0.3592
H -4.687 4.091 -6.783 -0.024 0.003 -0.025 0.3387
H -4.936 2.314 -5.143 -0.081 -0.075 -0.018 0.5428
```
Positions in Å, forces in eV/Å.

Output
* HOMO-LUMO gap: 0.1304 hartree
* multiplicity: 1
* net charge: -1
* LUMO energy: 1.48 eV
* highest occupied orbital energy: -2.070 eV
* F_max: 0.53 eV/A

***

> What is the HOMO-LUMO gap in the third record?

0.3518 hartree

***

> Which value of net charge does entry 2 give?

+1